The following is a quantum chemistry calculation of a single C9H9BrN2OS molecule at a distorted geometry, from OMol25.

CARTESIAN COORDINATES (ANGSTROEM)
C: 3.44967 2.07683 -0.84439
C: 2.94194 1.52002 0.47316
C: 1.46750 1.07635 0.36849
N: 0.41223 1.93234 0.07357
C: -0.65399 1.15970 -0.01375
S: -2.25301 1.66717 -0.11838
C: -2.73550 0.05499 0.09943
C: -1.45501 -0.88890 0.28294
N: -0.31823 -0.18660 0.11804
C: 1.01725 -0.25504 0.46313
Br: 1.85493 -1.87623 0.72899
C: -2.06992 -2.28221 -0.07194
C: -3.58048 -2.06824 0.12539
O: -3.87858 -0.67288 0.05762
H: 4.51398 1.95616 -0.76646
H: 3.14343 3.02471 -1.23404
H: 3.20526 1.32332 -1.70939
H: 2.86973 2.29534 1.12473
H: 3.57640 0.75490 0.94789
H: -1.72290 -2.52961 -1.03180
H: -1.72919 -3.04195 0.61034
H: -4.09962 -2.62420 -0.69866
H: -3.95591 -2.41596 1.01509

Cartesian forces (eV/Å) of the 6 atoms listed first:
C 0.4 -3.5 -2.0
C -2.4 -1.2 -1.4
C 0.4 -1.3 -0.2
N 1.0 -0.6 0.6
C 3.7 0.2 -0.3
S -1.5 0.1 -0.2

Summary:
LUMO energy: 0.591 eV
Kohn-Sham gap: 7.911 eV
SMILES string: CCc1nc2sc3c(n2c1Br)CCO3
Max |F|: 8.27 eV Å⁻¹

The following is a quantum chemistry calculation of 11 unconnected molecules or ions with the total composition C41H108N4O13 at a distorted geometry, from OMol25.

CARTESIAN COORDINATES (ANGSTROEM)
C: 15.08882 16.85104 23.04942
O: 15.84289 17.40026 21.95712
C: 15.51617 16.84405 20.64644
C: 14.16254 17.20475 20.03233
C: 14.10891 16.78334 18.59260
N: 13.87023 18.61637 20.35667
H: 14.15491 17.40145 23.13317
H: 15.68538 17.06160 23.98422
H: 14.88382 15.74405 22.85104
H: 16.25849 17.23826 19.96252
H: 15.56704 15.74256 20.70749
H: 13.36593 16.62081 20.50620
H: 14.25429 15.70786 18.31851
H: 14.71440 17.41950 17.93890
H: 13.09085 17.00096 18.26671
H: 13.77760 19.15062 19.47410
H: 14.68423 19.06254 20.80497
C: 11.90775 13.14388 11.50029
O: 12.91904 13.10020 10.59324
C: 14.00143 12.27022 11.13563
C: 15.26160 12.35660 10.31238
C: 16.35808 11.80122 11.05573
N: 15.57644 13.74394 9.91402
H: 12.20272 13.32245 12.51661
H: 11.32984 12.18967 11.57874
H: 11.22833 13.88502 11.14668
H: 14.25775 12.71674 12.10603
H: 13.67997 11.21178 11.24800
H: 15.16185 11.73917 9.40232
H: 16.10450 10.81238 11.45046
H: 16.46140 12.33050 11.99706
H: 17.33642 11.70928 10.54722
H: 16.11200 13.80023 9.07441
H: 14.79441 14.36992 9.82657
C: 14.37410 20.20900 12.53297
O: 13.60052 19.44214 11.60720
C: 12.24713 19.52967 12.00297
C: 11.43209 18.74668 10.94224
N: 11.53628 17.31698 10.95413
C: 10.77520 16.70806 12.00236
C: 9.51130 16.08742 11.45381
O: 8.74176 15.56162 12.54226
C: 7.34063 15.45130 12.29714
H: 15.39677 19.98154 12.46726
H: 14.18199 19.95731 13.59902
H: 14.21232 21.28586 12.39286
H: 11.94241 20.55883 12.03693
H: 12.01597 19.06322 12.97341
H: 11.70328 19.07111 9.95306
H: 10.32723 18.97588 11.09347
H: 12.51709 17.10608 11.08393
H: 10.57411 17.42888 12.81813
H: 11.33119 15.90515 12.49238
H: 9.73230 15.32392 10.76765
H: 8.90514 16.84504 11.00945
H: 6.84756 15.20016 13.23442
H: 7.01923 14.57763 11.61687
H: 6.88033 16.37770 11.90598
C: 20.31121 15.63160 9.98077
O: 19.04696 15.95792 10.51261
C: 19.15291 16.29202 11.88957
C: 17.82441 16.94517 12.32843
N: 16.78782 15.93660 12.22383
C: 15.39688 16.37644 12.21032
C: 14.62816 15.40525 13.10413
O: 13.35878 15.89354 13.58592
C: 13.41275 16.69989 14.76118
H: 20.96209 16.49650 10.17386
H: 20.14804 15.52026 8.96497
H: 20.80317 14.67295 10.34912
H: 19.95380 16.99736 12.07614
H: 19.36927 15.38947 12.45192
H: 17.48089 17.86139 11.76004
H: 17.97901 17.33205 13.34721
H: 16.92331 15.24917 11.50336
H: 14.93283 16.32382 11.23092
H: 15.33318 17.42173 12.58541
H: 15.28559 15.08735 13.96573
H: 14.34820 14.54350 12.52672
H: 12.50298 17.29076 15.02449
H: 14.16078 17.50251 14.63246
H: 13.63724 16.06200 15.67843
C: 15.60226 8.70794 14.99349
C: 16.06455 9.32060 13.72441
C: 17.29244 8.50034 13.31648
O: 15.13068 9.24678 12.63695
H: 16.39962 8.80524 15.71569
H: 15.31560 7.70290 14.80504
H: 14.67006 9.16804 15.34538
H: 16.35743 10.37391 13.86042
H: 18.07248 8.48769 14.08526
H: 17.65033 8.84178 12.33323
H: 16.99724 7.46193 13.24626
H: 14.33556 9.68469 12.96443
C: 10.48902 14.92078 19.18436
C: 10.12947 13.47531 19.31836
C: 8.69879 13.11464 18.91293
O: 10.92230 12.65721 18.46304
H: 10.43876 15.29886 18.13001
H: 11.51135 15.04741 19.48865
H: 9.86378 15.49767 19.80901
H: 10.25510 13.10220 20.36798
H: 8.54884 12.03840 18.93602
H: 8.51290 13.45012 17.85474
H: 7.99656 13.63056 19.56649
H: 11.81761 12.58103 18.89481
C: 18.71005 13.11412 15.48307
C: 19.16772 12.24138 14.34858
C: 19.78421 13.08931 13.21081
O: 20.07334 11.16125 14.81254
H: 19.64834 13.56846 15.98577
H: 18.23361 12.64018 16.30679
H: 18.03863 13.95018 15.13534
H: 18.29850 11.74863 13.90136
H: 18.90858 13.50042 12.68331
H: 20.24609 12.51766 12.45928
H: 20.49491 13.86542 13.57412
H: 20.43194 10.79284 14.00127
C: 21.00444 8.40478 17.20236
C: 19.51875 8.53646 17.33615
C: 19.10575 9.49565 18.39037
O: 18.84608 8.77051 16.14489
H: 21.25706 7.87526 16.30562
H: 21.52848 8.00662 18.12947
H: 21.49388 9.38681 17.09398
H: 19.05985 7.59904 17.64537
H: 19.38478 10.45249 18.00582
H: 19.75022 9.42558 19.29565
H: 18.05662 9.39742 18.70078
H: 19.04888 9.64932 15.81879
C: 12.15107 13.07339 15.48681
C: 13.16301 11.94873 15.66746
C: 14.55953 12.56181 15.76141
O: 12.98211 11.21375 16.92062
H: 11.12274 12.69908 15.43333
H: 12.32584 13.58803 14.59382
H: 12.20535 13.87958 16.23024
H: 13.12700 11.20440 14.84478
H: 14.60318 13.47818 16.36635
H: 14.89607 12.85974 14.77618
H: 15.32985 11.80674 16.03853
H: 12.03254 11.15689 17.11833
C: 17.19797 16.88135 15.86810
C: 18.44816 16.73332 16.73726
C: 19.63683 16.95226 15.94789
O: 18.24733 17.63181 17.80756
H: 17.22946 17.84539 15.29372
H: 16.34275 16.85193 16.49720
H: 17.05845 16.02432 15.19339
H: 18.46879 15.70267 17.10293
H: 19.49894 17.87980 15.40604
H: 19.73730 16.20685 15.15854
H: 20.64461 16.89663 16.39438
H: 18.96008 17.44745 18.40570
C: 15.98213 10.73646 19.66554
C: 14.86688 11.54266 20.35898
C: 15.08755 13.02872 20.53090
O: 13.54713 11.31640 19.71611
H: 15.58172 9.78756 19.36334
H: 16.85367 10.53887 20.28141
H: 16.34219 11.19663 18.75116
H: 14.70678 11.19412 21.37944
H: 16.00944 13.11544 21.16729
H: 14.27417 13.53428 21.04819
H: 15.29330 13.57483 19.57339
H: 13.67078 11.28489 18.76014

Cartesian forces (eV/Å) of the 6 atoms listed first:
C 0.6 -0.3 -0.4
O -0.5 -0.6 -0.9
C -0.1 -0.3 0.9
C 0.2 -0.3 1.9
C -0.7 0.4 -1.4
N 0.4 0.8 -1.6

Summary:
LUMO energy: 0.499 eV
Kohn-Sham gap: 8.992 eV
SMILES string: COC[C@H](C)N.COC[C@H](C)N.COCCNCCOC.COCCNCCOC.CC(C)O.CC(C)O.CC(C)O.CC(C)O.CC(C)O.CC(C)O.CC(C)O
Max |F|: 3.51 eV Å⁻¹

The following is a quantum chemistry calculation of 2 unconnected molecules or ions with the total composition C4H12N2O at a distorted geometry, from OMol25.

CARTESIAN COORDINATES (ANGSTROEM)
H: 0.91031 0.94801 -1.98532
N: 0.98684 1.35178 -1.05370
C: 0.60340 0.59150 -0.11797
C: 0.71964 1.08154 1.28982
C: -0.81628 -0.39202 -0.29832
C: -2.04573 0.50672 -0.37015
O: -0.89204 -1.26219 0.83247
H: 1.65785 1.62152 1.41075
H: 0.61226 0.24537 1.97776
H: -0.07878 1.79194 1.49543
H: -0.76662 -0.98536 -1.22880
H: -2.13962 1.09177 0.54411
H: -2.95442 -0.08632 -0.50937
H: -1.96001 1.18616 -1.21682
H: -1.71679 -1.76139 0.80047
N: 1.87806 -1.51548 -0.40729
H: 1.58323 -1.02577 -1.27323
H: 2.87294 -1.71682 -0.43005
H: 1.54575 -1.67097 0.54021

Cartesian forces (eV/Å) of the 6 atoms listed first:
H -0.8 0.2 -0.1
N 1.4 -0.7 -0.1
C -4.6 0.9 -0.3
C 0.5 -0.4 0.1
C 1.9 0.4 0.2
C 0.4 0.2 0.0

Summary:
LUMO energy: 0.780 eV
Kohn-Sham gap: 9.656 eV
SMILES string: [H]/N=C(/C)[C@H](C)O.N
Max |F|: 4.68 eV Å⁻¹

The following is a quantum chemistry calculation of 14 unconnected molecules or ions with the total composition C63H148N20O15 at a distorted geometry, from OMol25.

CARTESIAN COORDINATES (ANGSTROEM)
C: -2.69373 33.39704 18.83785
C: -3.37306 32.05456 18.43634
C: -4.81997 32.07672 18.81480
C: -5.72445 32.95833 17.88532
C: -5.56774 32.34652 16.51783
C: -4.13045 32.32942 15.93403
N: -3.22720 31.76939 16.94237
O: -1.92529 31.96872 16.54075
C: -4.30148 31.31983 14.77361
C: -3.79436 33.69638 15.39293
C: -2.61369 30.86591 19.04994
H: -2.92283 34.24327 18.19016
H: -1.61987 33.34539 19.01749
H: -2.85214 33.64123 19.88827
H: -5.20780 31.06247 18.71996
H: -4.86293 32.29429 19.88200
H: -5.28730 33.95682 17.87917
H: -6.76818 33.07917 18.17534
H: -6.05712 33.04992 15.84416
H: -6.14910 31.43046 16.41313
H: -5.22427 31.44969 14.20818
H: -3.49069 31.42894 14.05332
H: -4.33748 30.34112 15.25204
H: -2.78081 33.66005 14.99358
H: -4.48908 33.93040 14.58626
H: -3.74842 34.47995 16.14924
H: -1.52434 30.88675 19.08109
H: -2.86871 29.92472 18.56288
H: -2.89379 30.73437 20.09508
H: -1.80191 32.91564 16.44225
C: -2.56572 37.08538 30.56619
C: -1.77778 38.17240 31.34325
C: -0.33792 37.67010 31.67505
C: 0.51681 37.89136 30.47604
C: 0.51673 39.34814 29.88471
C: -0.87786 39.89938 29.56844
N: -1.75694 39.59000 30.73756
O: -2.92445 40.18230 30.54108
C: -0.69339 41.46420 29.43777
C: -1.39825 39.36118 28.19230
C: -2.34741 38.20271 32.83346
H: -3.24454 37.37322 29.76341
H: -3.26524 36.49933 31.16227
H: -1.77244 36.49029 30.11377
H: 0.23521 38.16060 32.46184
H: -0.32100 36.59965 31.87980
H: 0.11695 37.32273 29.63648
H: 1.47103 37.51942 30.84920
H: 1.21100 39.16066 29.06560
H: 0.96533 39.95205 30.67348
H: -1.63622 41.99700 29.31407
H: -0.37209 41.88273 30.39155
H: 0.09062 41.61050 28.69480
H: -0.67996 39.85275 27.53616
H: -1.40667 38.28841 27.99945
H: -2.37604 39.81189 28.02243
H: -1.69009 38.67261 33.56506
H: -2.51865 37.17339 33.14853
H: -3.34197 38.64872 32.83933
H: -3.53538 39.53133 30.18809
C: -3.23636 33.48612 22.97554
C: -3.32244 32.57606 24.27513
C: -2.26109 31.46542 24.12412
C: -2.12420 30.70371 25.45724
C: -1.57146 31.68668 26.45341
C: -2.53613 32.96743 26.65412
N: -3.11215 33.50148 25.40934
O: -3.94432 34.55720 25.55760
C: -3.68113 32.46721 27.63649
C: -1.70728 34.06424 27.32580
C: -4.70325 31.92043 24.32643
H: -2.40824 34.15583 23.20747
H: -4.16368 34.04405 22.84560
H: -2.91163 32.92136 22.10164
H: -2.50664 30.67929 23.41011
H: -1.29715 31.78501 23.72814
H: -1.47716 29.83620 25.32736
H: -3.08567 30.29685 25.77054
H: -0.51342 31.92311 26.34056
H: -1.55156 31.08084 27.35933
H: -4.25110 31.61332 27.27027
H: -3.33859 32.09275 28.60114
H: -4.32284 33.23367 28.07105
H: -1.03147 33.65430 28.07636
H: -1.16115 34.66989 26.60259
H: -2.30328 34.68234 27.99724
H: -4.67871 30.99049 23.75835
H: -5.43408 32.60728 23.89957
H: -5.01671 31.86482 25.36891
H: -3.36725 35.28408 25.31215
C: -7.94371 37.41191 24.92344
C: -7.35789 36.37528 23.90023
C: -7.56273 34.90445 24.38304
C: -7.86534 33.80904 23.30839
C: -9.03879 34.43952 22.53093
C: -8.67377 35.64783 21.68963
N: -8.22381 36.63063 22.67348
O: -8.10818 37.96372 22.29786
C: -7.54556 35.54460 20.56915
C: -10.03308 36.04384 21.12598
C: -5.88355 36.67620 23.62184
H: -7.87855 37.08653 25.96169
H: -9.02689 37.47318 25.02867
H: -7.63849 38.45827 24.91417
H: -6.67124 34.52247 24.88049
H: -8.33805 34.98273 25.14518
H: -8.02640 32.83031 23.76034
H: -6.93527 33.66391 22.75885
H: -9.76233 34.76361 23.27895
H: -9.44907 33.70547 21.83741
H: -6.52831 35.38108 20.92492
H: -7.86072 34.77194 19.86791
H: -7.52797 36.45311 19.96715
H: -10.37737 35.61939 20.18289
H: -10.80990 35.92871 21.88188
H: -9.98163 37.12430 20.99155
H: -5.66321 37.70753 23.34634
H: -5.37050 36.11210 22.84295
H: -5.36463 36.65601 24.58019
H: -7.26290 37.87623 21.85125
C: 3.42405 27.81526 26.13242
C: 1.90631 28.23720 26.09688
C: 1.78962 29.73596 26.50973
C: 2.19514 30.68576 25.42557
C: 1.31547 30.35077 24.16909
C: 1.23142 28.88274 23.66489
N: 1.14482 27.90197 24.82732
O: 1.14813 26.54762 24.40439
C: 0.09414 28.71114 22.80280
C: 2.56903 28.74220 22.88176
C: 1.16434 27.50102 27.16594
H: 3.83558 28.08265 27.10569
H: 4.01528 28.35002 25.38906
H: 3.66369 26.79726 25.82526
H: 0.81764 29.92979 26.96335
H: 2.51016 29.72426 27.32752
H: 3.25190 30.70671 25.15926
H: 1.99277 31.73005 25.66346
H: 1.43793 31.00128 23.30310
H: 0.33048 30.68527 24.49471
H: 0.19965 29.35163 21.92716
H: 0.12175 27.73575 22.31704
H: -0.89016 28.89147 23.23493
H: 2.45859 29.46504 22.07343
H: 3.40398 28.98081 23.54055
H: 2.91288 27.76114 22.55404
H: 1.17542 26.44123 26.91138
H: 0.15597 27.90053 27.27402
H: 1.55241 27.66970 28.17045
H: 2.08276 26.41996 24.22615
C: -9.33939 25.60372 27.48031
C: -8.25042 25.30819 26.40611
C: -8.88924 24.57664 25.18554
C: -9.73733 25.58424 24.42707
C: -8.95184 26.94480 24.01803
C: -8.09768 27.60645 25.15154
N: -7.52515 26.50038 26.04222
O: -6.67887 27.04046 27.05642
C: -6.83459 28.30306 24.55173
C: -9.00490 28.65892 25.92904
C: -7.15760 24.35331 26.93503
H: -9.81805 24.72011 27.90248
H: -10.08560 26.29474 27.08820
H: -8.79801 25.89929 28.37900
H: -8.01892 24.40689 24.55165
H: -9.34699 23.65225 25.53777
H: -10.68507 25.69413 24.95416
H: -10.16102 24.98504 23.62113
H: -9.83245 27.55431 23.81523
H: -8.45767 26.74944 23.06633
H: -5.89901 27.74377 24.55177
H: -6.90601 28.45506 23.47474
H: -6.49891 29.21089 25.05299
H: -8.92115 29.71930 25.69098
H: -10.07271 28.52342 25.75722
H: -8.86918 28.54570 27.00462
H: -6.38422 24.79134 27.56598
H: -6.54429 23.93252 26.13825
H: -7.54063 23.58229 27.60355
H: -5.88079 26.51295 26.97645
C: -2.64797 33.40311 32.38776
C: -4.02764 33.06386 33.18706
O: -5.07880 33.45003 32.27241
O: -2.31053 32.42134 31.46284
H: -1.74376 33.37113 32.99560
H: -2.65234 34.43295 32.03067
H: -4.16677 33.51141 34.17116
H: -4.09396 31.99802 33.40543
H: -5.91727 33.13865 32.62113
H: -3.11209 32.11839 31.03003
C: -1.18111 37.32931 24.08390
O: -1.16559 36.09311 24.38317
N: -0.42592 37.98877 23.21245
N: -2.03889 38.18014 24.50586
H: 0.32266 37.48295 22.76092
H: -0.61669 38.93963 22.93036
H: -2.10609 39.02039 23.94949
H: -2.78595 37.94967 25.14531
C: -5.14717 37.21091 27.74492
O: -4.38373 37.69078 26.95883
N: -5.97802 37.99354 28.39280
N: -5.26240 35.95799 28.06457
H: -6.77798 37.54959 28.82066
H: -6.23190 38.79805 27.83747
H: -4.43329 35.42049 27.85539
H: -5.70142 35.68869 28.93338
C: -5.90157 29.76498 29.01735
O: -6.49360 30.57213 28.37347
N: -6.48875 29.05025 29.93652
N: -4.67879 29.39271 28.93764
H: -6.08587 28.25024 30.40318
H: -7.45627 29.33372 29.99700
H: -4.03110 29.88008 28.33509
H: -4.46440 28.65531 29.59366
C: -8.62747 33.28803 27.71561
O: -9.67813 33.86861 27.53794
N: -8.52286 32.40461 28.60598
N: -7.49577 33.62130 27.27360
H: -7.62218 31.97120 28.75108
H: -9.39643 32.00135 28.91314
H: -6.68543 33.02433 27.18950
H: -7.36673 34.57076 26.95426
C: 0.68556 33.78035 21.80778
O: 1.77367 33.41915 21.45031
N: 0.38828 34.98493 22.22420
N: -0.36575 32.97840 21.70350
H: 1.07923 35.70018 22.04782
H: -0.47373 35.25283 22.67727
H: -0.33994 31.98330 21.53263
H: -1.28057 33.39864 21.78477
C: -4.92651 28.14450 21.44836
O: -5.46876 28.55940 20.41105
N: -4.08940 28.71856 22.24525
N: -5.27199 26.97118 22.00444
H: -3.68364 29.60772 21.99059
H: -3.55889 28.23665 22.95688
H: -5.69744 26.25549 21.43270
H: -5.03393 26.85975 22.97963
C: 2.65595 35.28807 26.19479
O: 3.13979 36.14134 25.39197
N: 1.66798 34.51328 25.89016
N: 3.11963 34.96121 27.34438
H: 1.54984 34.75846 24.91753
H: 1.29376 33.70861 26.37242
H: 2.74898 34.19634 27.88999
H: 3.88796 35.47018 27.75756

Cartesian forces (eV/Å) of the 6 atoms listed first:
C 0.6 -0.3 0.7
C 2.0 0.5 -1.7
C -1.6 -0.5 0.1
C 1.9 -0.4 0.9
C -0.7 1.6 -0.6
C -2.2 -1.3 0.6

Summary:
LUMO energy: -0.258 eV
Kohn-Sham gap: 7.337 eV
Max |F|: 8.25 eV Å⁻¹